[1]
Entry from OMol25: a molecular structure, C32H24F6N5O4SbTl (the ωB97M-V functional and the def2-TZVPD basis).

Structure (ORCA input):
```
! RIJCOSX wB97M-V def2-TZVPD def2/J DEFGRID3
* xyz -2 2
Tl -0.295 -0.214 0.071
O -0.596 2.030 -0.370
C -0.545 2.913 0.548
C 0.211 4.111 0.356
C 0.266 5.084 1.314
C -0.436 4.965 2.531
C -1.177 3.833 2.743
C -1.236 2.794 1.794
C -2.045 1.656 2.106
N -2.071 0.529 1.495
C -3.036 -0.463 1.943
C -3.063 -1.607 0.942
N -1.699 -2.063 0.721
C -1.388 -3.218 1.191
C -0.125 -3.888 1.206
C -0.085 -5.166 1.800
C 1.069 -5.901 1.874
C 2.247 -5.342 1.330
C 2.253 -4.108 0.747
C 1.062 -3.310 0.652
O 1.095 -2.175 0.096
H 0.754 4.199 -0.577
H 0.867 5.969 1.132
H -0.385 5.746 3.278
H -1.730 3.711 3.670
H -2.713 1.785 2.970
H -4.033 -0.020 2.016
H -2.751 -0.851 2.931
H -3.479 -1.241 0.005
H -3.696 -2.420 1.316
H -2.203 -3.795 1.652
H -1.009 -5.567 2.208
H 1.080 -6.879 2.335
H 3.172 -5.908 1.378
H 3.157 -3.679 0.333
O 5.315 1.387 -4.077
C 5.242 1.696 -2.868
O 6.104 2.214 -2.130
C 3.942 1.244 -2.162
C 2.923 0.611 -2.907
C 1.784 0.213 -2.253
N 1.627 0.401 -0.940
C 2.575 0.984 -0.181
C 3.762 1.431 -0.820
C 2.321 1.080 1.223
C 3.173 1.779 2.116
C 2.908 1.817 3.452
C 1.757 1.141 3.954
C 0.947 0.517 3.045
N 1.180 0.474 1.728
C 0.639 -0.450 -2.943
C 0.657 -0.724 -4.309
C -0.434 -1.337 -4.892
C -1.529 -1.680 -4.113
C -1.481 -1.381 -2.769
N -0.430 -0.781 -2.210
H 3.093 0.471 -3.963
H 4.565 1.905 -0.273
H 4.034 2.297 1.719
H 3.560 2.366 4.120
H 1.507 1.133 5.006
H 0.042 0.011 3.374
H 1.516 -0.445 -4.899
H -0.433 -1.538 -5.957
H -2.417 -2.132 -4.529
H -2.317 -1.598 -2.119
F -3.370 0.408 -1.402
Sb -4.799 0.796 -2.602
F -6.019 0.543 -1.172
F -4.702 2.635 -2.210
F -6.241 1.087 -3.791
F -3.564 0.992 -4.017
F -4.876 -1.074 -2.963
*
```

Calculated values
E_LUMO (spin up / spin down)	0.1428 / 0.1426	hartree
gap between HOMO and LUMO (spin up / spin down)	0.1594 / 0.2640	hartree
energy relative to the best compared isomer or geometry (same formula, charge and spin)	42.8	kJ/mol



[2]
Entry from OMol25: a molecular structure, C10H30ClNiO9 at a distorted geometry (the ωB97M-V functional and the def2-TZVPD basis).

Structure (ORCA input):
```
! RIJCOSX wB97M-V def2-TZVPD def2/J DEFGRID3
* xyz 1 3
Ni -0.391 -0.196 -0.145
Cl 1.200 -3.188 -1.510
O 0.884 -4.170 -0.512
O 0.944 -3.665 -2.831
O 0.311 -2.031 -1.304
O 2.570 -2.780 -1.360
C -0.408 4.032 1.308
C 0.257 2.800 0.714
O -0.725 1.741 0.671
H -1.258 4.323 0.690
H 0.249 4.883 1.474
H -0.752 3.771 2.315
H 1.111 2.541 1.343
H 0.627 3.002 -0.288
H -1.496 2.061 1.151
C 2.578 -2.216 1.888
C 1.085 -1.996 1.967
O 0.753 -0.679 1.464
H 3.156 -1.476 2.455
H 2.960 -2.155 0.868
H 2.882 -3.186 2.281
H 0.694 -2.165 2.972
H 0.673 -2.813 1.371
H 1.079 -0.062 2.127
C 3.278 1.896 -1.150
C 2.593 0.543 -1.121
O 1.171 0.622 -1.378
H 4.359 1.786 -1.063
H 2.924 2.536 -0.345
H 3.167 2.337 -2.145
H 2.679 0.141 -0.113
H 3.065 -0.141 -1.824
H 1.069 1.049 -2.235
C -2.123 2.065 -3.088
C -2.678 1.063 -2.080
O -1.661 0.065 -1.802
H -1.652 1.555 -3.932
H -1.350 2.745 -2.727
H -2.967 2.654 -3.449
H -3.525 0.588 -2.571
H -2.897 1.579 -1.150
H -1.609 -0.498 -2.584
C -2.583 -2.990 2.010
C -2.337 -1.495 1.926
O -2.068 -1.137 0.541
H -2.926 -3.228 3.023
H -1.707 -3.597 1.804
H -3.471 -3.242 1.428
H -1.563 -1.165 2.612
H -3.251 -0.963 2.202
H -2.922 -1.142 0.100
*
```

Calculated values
E_LUMO (spin up / spin down)	-0.1075 / -0.1288	hartree
gap between HOMO and LUMO (spin up / spin down)	0.3389 / 0.3175	hartree
energy relative to the best compared isomer or geometry (same formula, charge and spin)	0.0	kJ/mol



[3]
Entry from OMol25: 16 unconnected molecules or ions with the total composition F6H30O15P (the ωB97M-V functional and the def2-TZVPD basis).

Structure (ORCA input):
```
! RIJCOSX wB97M-V def2-TZVPD def2/J DEFGRID3
* xyz -1 1
P 0.313 0.351 0.124
F -1.012 0.868 0.912
F 1.048 -0.074 1.529
F -0.332 -1.105 0.041
F 1.578 -0.128 -0.725
F -0.400 0.820 -1.261
F 0.985 1.828 0.318
O -3.207 -3.608 0.719
H -3.705 -3.946 1.468
H -2.896 -2.738 1.022
O -0.353 -4.440 0.726
H 0.241 -4.165 1.442
H -1.062 -3.787 0.733
O 1.794 3.042 -2.235
H 2.544 3.638 -2.338
H 1.670 2.943 -1.280
O 3.833 -1.364 0.927
H 2.949 -0.999 1.071
H 4.299 -0.678 0.441
O 0.519 -3.404 3.209
H 0.416 -3.531 4.156
H 0.522 -2.446 3.077
O 0.596 4.632 0.499
H 1.072 4.062 1.115
H 0.815 5.531 0.765
O -3.496 -0.168 -0.927
H -2.716 0.364 -1.132
H -3.953 0.330 -0.242
O 2.106 1.635 3.839
H 1.627 1.404 3.032
H 1.501 2.201 4.328
O 3.364 0.777 -3.067
H 2.751 1.535 -2.997
H 3.700 0.673 -2.171
O -2.386 -1.515 2.515
H -1.992 -0.641 2.389
H -2.581 -1.584 3.455
O -1.999 -2.575 -1.749
H -2.430 -2.918 -0.949
H -1.449 -1.840 -1.443
O -1.490 3.329 -1.627
H -1.074 3.925 -0.995
H -0.861 2.592 -1.671
O 3.131 -2.017 -3.652
H 2.385 -1.536 -4.028
H 3.555 -1.367 -3.084
O -3.457 3.118 1.629
H -3.988 2.676 2.299
H -2.987 2.404 1.177
O 0.322 -0.740 -4.155
H -0.479 -1.147 -3.805
H 0.666 -0.215 -3.420
*
```

Calculated values
E_LUMO	0.0658	hartree
gap between HOMO and LUMO	0.3390	hartree
energy relative to the best compared isomer or geometry (same formula, charge and spin)	140.2	kJ/mol



[4]
Entry from OMol25: a molecular structure, C12H20Cl2N2SeTi at a distorted geometry (the ωB97M-V functional and the def2-TZVPD basis).

Structure (ORCA input):
```
! RIJCOSX wB97M-V def2-TZVPD def2/J DEFGRID3
* xyz 0 1
Ti 0.253 0.914 -0.117
Cl 1.368 2.247 1.363
Cl -1.669 0.105 -1.118
C 0.366 2.314 -1.500
H -0.482 2.373 -2.194
H 0.776 3.301 -1.256
C 1.493 -0.518 -0.665
C 1.384 1.199 -1.775
H 1.047 -1.259 0.083
C 2.809 1.749 -1.912
H 1.124 0.553 -2.636
C 3.900 0.717 -2.213
H 2.772 2.492 -2.716
H 3.052 2.320 -1.008
C 3.942 -0.370 -1.148
H 3.710 0.266 -3.194
H 4.876 1.222 -2.264
C 2.663 -1.239 -1.243
H 4.834 -0.986 -1.313
H 4.014 0.095 -0.151
H 2.417 -1.461 -2.303
H 2.911 -2.230 -0.776
C -2.239 -3.208 2.302
N -2.865 -1.931 2.043
C -4.203 -1.760 1.733
C -4.397 -0.431 1.544
N -3.183 0.198 1.737
C -2.957 1.616 1.583
C -2.220 -0.728 2.044
Se -0.429 -0.436 2.335
H -2.702 -3.685 3.174
H -1.177 -3.036 2.504
H -2.347 -3.868 1.436
H -4.877 -2.591 1.680
H -5.281 0.129 1.285
H -3.062 1.910 0.532
H -3.681 2.166 2.197
H -1.942 1.852 1.925
*
```

Calculated values
E_LUMO (spin up / spin down)	-0.0276 / -0.0277	hartree
gap between HOMO and LUMO (spin up / spin down)	0.2442 / 0.2439	hartree
energy relative to the best compared isomer or geometry (same formula, charge and spin)	289.2	kJ/mol



[5]
Entry from OMol25: 5 unconnected molecules or ions with the total composition C2H14O4 at a distorted geometry (the ωB97M-V functional and the def2-TZVPD basis).

Structure (ORCA input):
```
! RIJCOSX wB97M-V def2-TZVPD def2/J DEFGRID3
* xyz 0 1
C -0.018 -2.313 0.996
C 0.688 -2.416 -0.380
H -0.355 -3.297 1.303
H -0.890 -1.678 0.816
H 0.621 -1.874 1.759
H 0.025 -2.227 -1.214
H 1.492 -1.683 -0.461
H 1.134 -3.408 -0.450
O -2.008 0.465 -1.548
H -1.421 0.825 -0.883
H -2.505 1.231 -1.838
O 1.095 1.653 0.180
H 0.716 1.891 1.042
H 1.555 2.454 -0.048
O -0.242 1.597 2.572
H -0.010 0.660 2.499
H -1.193 1.563 2.495
O 0.515 2.422 -2.521
H -0.382 2.202 -2.217
H 1.182 1.933 -2.103
*
```

Calculated values
E_LUMO	0.0093	hartree
gap between HOMO and LUMO	0.4165	hartree
energy relative to the best compared isomer or geometry (same formula, charge and spin)	71.4	kJ/mol
SMILES	CC.O.O.O.O



[6]
Entry from OMol25: 2 unconnected molecules or ions with the total composition C4H7INO at a distorted geometry (the ωB97M-V functional and the def2-TZVPD basis).

Structure (ORCA input):
```
! RIJCOSX wB97M-V def2-TZVPD def2/J DEFGRID3
* xyz 1 1
C -0.265 -0.970 0.257
C -2.288 -0.818 -0.308
C 0.435 1.403 -0.115
C -1.680 0.344 -0.727
N -0.398 0.269 -0.226
O -1.394 -1.602 0.253
I 3.758 -0.660 1.057
H 5.061 -1.430 1.011
H 0.583 -1.631 0.651
H -3.336 -1.226 -0.356
H 0.547 1.709 -1.113
H 1.333 1.276 0.426
H -0.115 2.212 0.242
H -2.240 1.126 -1.053
*
```

Calculated values
E_LUMO	-0.1490	hartree
gap between HOMO and LUMO	0.3387	hartree
energy relative to the best compared isomer or geometry (same formula, charge and spin)	86.2	kJ/mol



[7]
Entry from OMol25: a molecular structure, C42H62BCl3FeN6OP (the ωB97M-V functional and the def2-TZVPD basis).

Structure (ORCA input):
```
! RIJCOSX wB97M-V def2-TZVPD def2/J DEFGRID3
* xyz 0 6
Fe 0.003 -1.137 0.385
C 0.770 -3.268 -2.884
C -0.078 -2.272 -3.662
C -1.514 -2.788 -3.814
C -0.076 -0.850 -3.143
C -0.092 0.220 -4.042
C -0.163 1.363 -3.280
C -0.249 2.763 -3.826
C 0.925 3.049 -4.767
C -1.585 2.949 -4.558
N -0.181 0.981 -1.986
N -0.110 -0.382 -1.883
B -0.149 1.941 -0.777
N 1.161 1.766 0.012
N 1.517 0.608 0.638
C 2.747 0.803 1.143
C 3.172 2.101 0.829
C 2.152 2.675 0.102
C 2.084 4.078 -0.434
C 1.324 4.965 0.558
C 3.480 4.638 -0.703
C 3.575 -0.219 1.887
C 4.860 0.411 2.416
C 2.797 -0.888 3.015
N -1.381 1.767 0.120
N -1.517 0.623 0.855
C -2.642 0.772 1.570
C -3.235 1.996 1.262
C -2.401 2.619 0.358
C -2.728 4.020 -0.142
C -2.607 5.028 1.013
C -2.023 4.562 -1.380
C -3.188 -0.163 2.608
C -4.630 -0.568 2.281
C -3.191 0.558 3.965
H 0.675 -4.264 -3.324
H 0.456 -3.311 -1.846
H 1.825 -2.990 -2.893
H 0.337 -2.197 -4.667
H -1.966 -2.919 -2.837
H -1.521 -3.754 -4.327
H -2.127 -2.089 -4.387
H -0.070 0.152 -5.121
H -0.201 3.479 -3.010
H 0.896 2.395 -5.642
H 1.880 2.897 -4.259
H 0.881 4.085 -5.115
H -1.624 2.309 -5.444
H -1.707 3.988 -4.877
H -2.427 2.681 -3.917
H -0.167 3.048 -1.193
H 4.112 2.557 1.094
H 1.540 4.068 -1.380
H 1.897 5.061 1.485
H 0.360 4.517 0.803
H 1.156 5.966 0.148
H 4.038 4.766 0.229
H 3.399 5.617 -1.181
H 4.053 3.979 -1.359
H 3.861 -0.994 1.178
H 4.641 1.229 3.110
H 5.476 0.802 1.603
H 5.442 -0.342 2.948
H 2.491 -0.149 3.758
H 3.405 -1.650 3.508
H 1.905 -1.368 2.625
H -4.154 2.400 1.663
H -3.788 3.957 -0.393
H -1.574 5.102 1.356
H -3.223 4.735 1.863
H -2.928 6.018 0.678
H -0.976 4.806 -1.179
H -2.524 5.481 -1.692
H -2.069 3.854 -2.208
H -2.547 -1.045 2.653
H -5.292 0.298 2.367
H -4.986 -1.327 2.983
H -4.729 -0.956 1.268
H -3.932 1.363 3.948
H -2.224 1.004 4.186
H -3.449 -0.131 4.774
Cl 1.126 -5.437 6.898
C 0.797 -4.606 5.405
C 0.506 -3.257 5.413
C 0.255 -2.609 4.218
Cl -0.128 -0.928 4.282
C 0.269 -3.244 2.953
O 0.036 -2.635 1.818
C 0.556 -4.629 3.031
Cl 0.572 -5.571 1.568
C 0.823 -5.297 4.213
H 0.465 -2.710 6.344
H 1.051 -6.355 4.197
C -3.551 -2.124 -0.997
P -2.110 -2.784 -0.052
C -1.786 -4.406 -0.872
C -3.007 -3.449 1.401
H -4.158 -2.936 -1.401
H -3.234 -1.467 -1.805
H -4.159 -1.536 -0.310
H -2.648 -4.703 -1.471
H -1.625 -5.143 -0.088
H -0.904 -4.389 -1.502
H -3.767 -4.149 1.048
H -3.489 -2.654 1.962
H -2.309 -3.971 2.059
C 4.559 -2.892 -1.280
C 4.166 -1.625 -1.705
C 2.959 -1.088 -1.273
C 2.183 -1.844 -0.427
C 2.541 -3.087 0.031
C 3.751 -3.621 -0.416
H 5.501 -3.307 -1.619
H 4.798 -1.046 -2.368
H 2.651 -0.097 -1.595
H 1.915 -3.646 0.708
H 4.051 -4.607 -0.076
*
```

Calculated values
E_LUMO (spin up / spin down)	0.0212 / -0.0302	hartree
gap between HOMO and LUMO (spin up / spin down)	0.3076 / 0.2574	hartree



[8]
Entry from OMol25: 4 unconnected molecules or ions with the total composition H9NO3 (the ωB97M-V functional and the def2-TZVPD basis).

Structure (ORCA input):
```
! RIJCOSX wB97M-V def2-TZVPD def2/J DEFGRID3
* xyz 0 1
N -1.002 1.400 2.162
H -0.121 1.498 2.655
H -0.782 1.477 1.183
H -1.280 0.441 2.335
O 1.893 -0.202 0.648
H 2.715 -0.138 1.151
H 1.854 -1.117 0.340
O -1.052 0.783 -1.414
H -1.533 1.550 -1.736
H -0.687 1.029 -0.560
O 0.075 -1.924 -1.373
H -0.544 -2.628 -1.625
H -0.127 -1.209 -1.988
*
```

Calculated values
E_LUMO	0.0263	hartree
gap between HOMO and LUMO	0.3981	hartree
energy relative to the best compared isomer or geometry (same formula, charge and spin)	49.4	kJ/mol
SMILES	N.O.O.O



The calculation returns the following E values, one per record and in order: -76756.9680 -82835.9396 -56803.4842 -129253.8352 -10490.8384 -15891.0954 -137471.2339 -7778.6528 eV.